[1]
{
  "formula": "C30H33N2O11Y",
  "method": "the ωB97M-V functional and the def2-TZVPD basis",
  "species": ["C", "C", "C", "C", "H", "H", "C", "H", "H", "C", "H", "H", "C", "C", "C", "O", "O", "O", "O", "C", "H", "H", "H", "C", "H", "H", "H", "O", "H", "H", "C", "C", "H", "H", "H", "H", "H", "H", "Y", "C", "C", "C", "H", "C", "C", "H", "H", "H", "H", "C", "C", "C", "H", "C", "C", "H", "H", "H", "H", "O", "C", "O", "C", "C", "C", "C", "C", "C", "N", "O", "O", "N", "O", "O", "H", "H", "H"],
  "positions_angstrom": [[0.3095, -0.1652, -6.7545], [0.1796, -0.9463, -5.4279], [-0.2041, 1.2864, -6.4853], [-1.0280, 1.1498, -5.1909], [-0.8247, 1.5833, -7.3466], [0.6448, 1.9834, -6.4213], [-1.0919, -0.3405, -4.8325], [1.0515, -0.6603, -4.8173], [0.1240, -2.0373, -5.5938], [-1.2755, -0.4288, -3.3353], [-1.9395, -0.8311, -5.3352], [-2.0482, 1.5334, -5.3634], [-0.4297, 1.8628, -3.9383], [1.7258, -0.2249, -7.3107], [-0.5078, -0.7264, -7.9212], [-1.1099, -0.0303, -8.7264], [2.7311, -0.0972, -6.6215], [1.7320, -0.4218, -8.6421], [-0.5059, -2.0609, -8.0327], [-1.0355, -2.4878, -9.3051], [-1.0330, -3.5799, -9.2659], [-0.3738, -2.1116, -10.1033], [-2.0479, -2.0800, -9.4391], [3.0051, -0.6497, -9.2517], [3.6782, 0.1996, -9.0872], [2.7919, -0.7644, -10.3133], [3.4634, -1.5728, -8.8757], [-0.7016, 0.7649, -2.7153], [-0.8383, -1.3471, -2.9177], [-2.3511, -0.4021, -3.1415], [-1.2146, 3.1249, -3.6337], [1.0744, 2.0679, -3.9248], [1.4186, 2.8415, -4.6264], [1.6032, 1.1384, -4.1649], [1.3816, 2.4044, -2.9263], [-0.9035, 3.5567, -2.6730], [-2.2874, 2.8941, -3.6226], [-1.0578, 3.8858, -4.4202], [-0.2890, 0.4922, -0.5331], [-2.5185, 0.0749, 0.9553], [-2.9040, -0.0718, -0.4075], [-2.3351, -1.3000, -0.8898], [-3.6017, 0.5684, -0.9590], [-1.4746, -1.8168, 0.1218], [-1.6440, -1.0078, 1.2852], [-1.2884, -1.2726, 2.2816], [-2.9001, 0.8354, 1.6429], [-2.6438, -1.8509, -1.7769], [-0.9021, -2.7433, 0.0415], [2.4963, 0.7879, -0.1644], [2.1508, -0.2994, 0.6943], [1.6124, -1.3488, -0.1180], [2.5710, -0.4021, 1.7043], [1.6620, -0.9303, -1.4768], [2.2609, 0.3877, -1.4978], [2.6814, 0.8812, -2.3723], [2.9017, 1.7463, 0.1476], [1.2667, -2.3122, 0.2594], [1.4689, -1.5374, -2.3636], [0.3821, 0.3006, 1.7876], [-0.0456, 1.4873, 2.0610], [-0.4179, 2.2337, 1.0797], [-0.1379, 1.8393, 3.5189], [-0.6818, 3.0469, 3.9833], [-0.7193, 3.3095, 5.3789], [-0.2619, 2.3921, 6.3298], [0.2499, 1.1862, 5.8611], [0.2992, 0.8997, 4.4766], [0.7037, 0.1891, 6.7981], [0.6378, 0.4420, 8.0215], [1.1438, -0.8938, 6.3546], [-1.2601, 4.5603, 5.8441], [-1.6462, 5.3898, 4.9937], [-1.3206, 4.7669, 7.0762], [-1.0984, 3.7647, 3.2821], [-0.3131, 2.5919, 7.3984], [0.6661, -0.0807, 4.1882]],
  "forces_ev_per_angstrom": [[-0.023, -0.321, -0.959], [0.225, 0.462, -0.267], [0.344, -0.339, -0.159], [-0.099, 0.385, 0.575], [0.312, -0.038, 0.512], [-0.367, -0.228, 0.155], [0.185, -0.288, -0.472], [-0.238, -0.499, -0.175], [0.164, 0.549, 0.240], [-0.327, 0.614, -0.436], [0.022, 0.215, 0.176], [0.404, -0.050, 0.212], [-0.386, -1.057, 0.653], [1.662, 0.493, 1.395], [-1.601, 0.669, -0.790], [0.680, -0.647, 0.925], [-1.479, -0.271, -1.361], [0.389, -0.070, 0.339], [0.154, 0.134, -0.108], [-0.006, -0.090, 0.084], [-0.029, 0.252, -0.063], [-0.347, -0.191, 0.255], [0.393, -0.275, -0.042], [0.270, 0.038, -0.126], [-0.164, -0.240, 0.031], [0.044, 0.066, 0.067], [-0.125, 0.288, 0.069], [-0.277, 1.337, -3.956], [-0.039, 0.532, -0.012], [0.279, -0.105, 0.144], [-0.071, -0.085, 0.409], [0.018, 0.072, 0.139], [-0.399, -0.144, 0.039], [-0.079, 0.341, 0.135], [-0.108, -0.181, -0.293], [-0.179, -0.036, -0.215], [0.238, 0.123, 0.213], [0.132, -0.419, 0.227], [0.874, -0.712, 3.563], [0.156, -0.727, -0.006], [-0.160, -0.788, -0.160], [0.045, 0.412, 0.535], [0.222, -0.286, 0.289], [-1.071, 0.114, 0.213], [-1.070, -0.257, -0.360], [0.160, 0.479, -0.509], [0.474, -0.230, -0.330], [0.334, 0.349, 0.236], [-0.322, 0.369, 0.151], [-0.044, -0.864, 0.216], [1.857, -0.700, -1.362], [0.777, 0.525, 0.560], [-1.094, 0.176, -0.382], [0.832, 0.854, -0.431], [-0.449, -0.912, -0.371], [-0.433, -0.135, 0.329], [0.041, -0.266, 0.002], [0.189, 0.412, -0.183], [0.009, 0.115, 0.313], [-1.470, 2.481, 0.693], [0.407, -1.540, 0.711], [0.145, -0.201, -0.232], [-0.145, 0.264, 0.785], [0.043, 0.033, -0.356], [-0.620, 1.214, 0.184], [0.015, 0.018, -0.071], [0.320, -1.111, 0.382], [0.204, -0.320, -0.391], [-0.964, 2.174, -1.891], [-0.071, 0.334, 1.749], [0.704, -1.735, -0.687], [1.163, -2.703, -0.911], [-0.701, 1.443, -1.327], [-0.128, 0.415, 1.682], [0.187, -0.008, 0.277], [0.001, 0.017, -0.469], [0.010, 0.303, 0.000]],
  "e_above_lowest_kcal_mol": 35.2,
  "e_tot_ev": -58186.032,
  "charge": -2,
  "orbital_gap_ev": [0.7, 0.8],
  "homo_energy_ev": [1.7, 1.7]
}

***

[2]
{
  "formula": "C30H33O9SSi",
  "method": "the ωB97M-V functional and the def2-TZVPD basis",
  "species": ["C", "S", "C", "C", "O", "Si", "C", "C", "C", "H", "H", "H", "H", "H", "H", "H", "H", "H", "H", "H", "H", "H", "H", "H", "H", "H", "C", "C", "C", "O", "C", "C", "C", "O", "H", "H", "H", "H", "C", "C", "C", "O", "C", "C", "C", "O", "H", "H", "H", "H", "C", "C", "C", "O", "C", "C", "C", "O", "H", "H", "H", "H", "C", "C", "C", "O", "C", "C", "C", "O", "H", "H", "H", "H"],
  "positions_angstrom": [[1.9604, 2.3984, 0.5402], [2.7273, 0.7784, 0.6186], [1.5353, -0.4641, 0.0101], [0.2702, 0.0125, -0.7052], [-0.7949, -0.0228, 0.1994], [-2.2280, 0.8456, 0.0042], [-3.0852, 0.3409, -1.5691], [-1.9702, 2.7012, -0.0075], [-3.2265, 0.3362, 1.4763], [1.3192, 2.5798, 1.3964], [2.7764, 3.1167, 0.5339], [1.4099, 2.4946, -0.3896], [2.6466, 0.5597, 1.9367], [1.2247, -1.0176, 0.8848], [2.1404, -1.1186, -0.6000], [0.1184, -0.7116, -1.5134], [0.3718, 0.9937, -1.1831], [-2.9265, -0.7096, -1.8160], [-4.1596, 0.4426, -1.3870], [-2.8545, 0.9745, -2.4263], [-2.2381, 3.1521, -0.9634], [-2.6383, 3.1224, 0.7481], [-0.9657, 3.0417, 0.2536], [-3.0732, -0.7422, 1.5795], [-4.2890, 0.5337, 1.3461], [-2.8544, 0.8063, 2.3880], [-2.4272, -3.9164, 5.0616], [-1.4127, -4.6865, 4.6700], [-0.2560, -4.1017, 3.9563], [0.6844, -4.7454, 3.5321], [-0.2652, -2.6403, 3.7157], [-1.2772, -1.8704, 4.0926], [-2.4527, -2.4472, 4.7961], [-3.3870, -1.7569, 5.1278], [-3.2920, -4.3144, 5.5769], [-1.3867, -5.7554, 4.8393], [0.6011, -2.2531, 3.1925], [-1.2847, -0.8088, 3.8800], [2.9865, 7.5454, -2.1002], [2.1841, 6.5049, -1.8948], [1.7676, 6.1173, -0.5272], [1.0373, 5.1596, -0.3407], [2.2629, 6.9319, 0.6069], [3.0655, 7.9733, 0.4066], [3.4938, 8.3636, -0.9649], [4.2245, 9.3077, -1.1483], [3.3083, 7.8526, -3.0871], [1.7970, 5.8971, -2.7029], [1.9304, 6.6321, 1.5928], [3.4428, 8.5876, 1.2141], [-5.8837, -1.6276, -5.1446], [-5.3295, -1.6533, -6.3534], [-3.9126, -2.0577, -6.5446], [-3.4006, -2.0750, -7.6409], [-3.1397, -2.4389, -5.3318], [-3.6957, -2.4116, -4.1248], [-5.1115, -2.0015, -3.9327], [-5.6105, -1.9723, -2.8287], [-6.9132, -1.3367, -4.9788], [-5.8706, -1.3847, -7.2516], [-2.1119, -2.7348, -5.5004], [-3.1537, -2.6880, -3.2290], [6.0795, -3.7984, 0.8791], [5.1448, -2.8888, 0.6198], [3.7952, -2.9924, 1.2194], [2.9397, -2.1383, 1.0005], [3.5098, -4.1418, 2.1057], [4.4455, -5.0483, 2.3745], [5.8055, -4.9513, 1.7832], [6.6602, -5.7701, 2.0216], [7.0764, -3.7515, 0.4597], [5.3208, -2.0386, -0.0280], [2.5075, -4.1830, 2.5141], [4.2657, -5.8960, 3.0234]],
  "forces_ev_per_angstrom": [[0.065, 0.312, 0.210], [0.137, -0.219, -0.242], [-1.117, 0.544, -0.505], [0.112, -0.046, -0.022], [0.158, 0.406, 0.123], [-0.389, 0.138, -0.122], [-0.169, -0.040, 0.075], [0.132, 0.015, 0.110], [0.475, -0.351, -0.039], [-0.141, -0.075, -0.090], [-0.006, 0.005, -0.002], [0.003, -0.003, 0.005], [-0.044, -0.031, 0.070], [-0.104, -0.006, -0.084], [-0.011, 0.200, -0.163], [-0.114, 0.047, -0.018], [0.045, -0.030, -0.042], [0.055, 0.028, -0.068], [-0.008, 0.010, -0.061], [0.140, -0.109, -0.041], [0.054, -0.012, -0.021], [-0.003, 0.047, -0.031], [0.012, -0.012, -0.040], [-0.238, -0.021, 0.118], [0.004, 0.055, 0.097], [-0.168, 0.051, 0.042], [0.003, 0.041, -0.043], [0.072, -0.049, -0.008], [0.196, 0.337, -0.277], [-0.235, -0.396, 0.255], [-0.034, 0.072, 0.016], [0.036, 0.108, -0.089], [0.102, -0.103, -0.030], [-0.037, -0.014, 0.028], [-0.001, 0.007, 0.009], [-0.011, 0.003, 0.021], [0.009, -0.014, -0.005], [-0.158, 0.018, 0.114], [0.012, 0.013, 0.015], [0.003, 0.000, 0.002], [-0.093, 0.070, -0.016], [0.135, -0.152, 0.033], [0.003, -0.002, -0.002], [0.011, 0.005, -0.023], [-0.029, -0.033, 0.011], [0.016, 0.004, -0.003], [0.001, 0.010, 0.003], [-0.012, 0.002, 0.005], [-0.014, 0.002, -0.005], [0.000, 0.009, -0.007], [-0.012, 0.001, 0.026], [0.017, -0.005, -0.010], [-0.002, 0.001, 0.040], [0.003, 0.011, -0.012], [-0.027, 0.021, -0.024], [0.019, -0.013, 0.001], [0.026, -0.007, -0.049], [0.025, 0.024, 0.026], [0.000, -0.004, 0.006], [0.005, -0.004, -0.004], [-0.005, -0.011, -0.012], [-0.036, -0.027, 0.012], [0.026, -0.002, 0.003], [-0.142, 0.068, -0.011], [0.191, -0.199, 0.172], [1.140, -0.791, 0.718], [-0.126, 0.230, -0.157], [0.025, -0.028, -0.025], [-0.037, 0.002, 0.004], [0.015, 0.006, -0.006], [0.001, -0.004, 0.003], [0.023, -0.012, -0.016], [0.016, -0.102, 0.046], [0.002, 0.006, 0.006]],
  "e_tot_ev": -68775.435,
  "charge": 1,
  "orbital_gap_ev": 7.8,
  "homo_energy_ev": -11.9
}

***

[3]
{
  "formula": "C30H34Br2N3O10P2",
  "method": "the ωB97M-V functional and the def2-TZVPD basis",
  "species": ["C", "C", "P", "C", "C", "N", "C", "C", "C", "C", "C", "C", "C", "C", "P", "N", "O", "C", "C", "Br", "C", "C", "Br", "N", "C", "O", "C", "H", "H", "H", "H", "H", "H", "H", "H", "H", "H", "H", "H", "H", "H", "H", "H", "H", "H", "H", "H", "H", "H", "H", "H", "H", "H", "C", "C", "C", "O", "C", "C", "C", "O", "O", "O", "H", "H", "H", "H", "C", "C", "C", "O", "C", "C", "C", "O", "O", "O", "H", "H", "H", "H"],
  "positions_angstrom": [[-1.9703, -0.4688, 5.9788], [-1.7867, 1.1920, 5.9104], [-3.2071, 1.7824, 4.7150], [-3.4389, 3.7000, 4.8521], [-2.6377, 1.2808, 2.9601], [-1.3098, 1.6186, 2.3190], [-0.0990, 2.3826, 2.8036], [-0.3962, 3.8977, 3.3495], [0.3073, 4.2961, 4.8139], [0.1739, 5.7738, 5.5120], [-0.6884, 6.9520, 4.7598], [-1.3980, 6.5632, 3.3231], [-1.2700, 5.0623, 2.5962], [-1.4413, 0.9061, 0.9565], [-0.0991, 0.9052, -0.4097], [-0.4208, -0.3992, -1.5833], [-0.3197, 2.4144, -1.2858], [-2.8665, 0.1208, 0.7611], [-3.4674, -0.8029, -0.4569], [-3.2420, -2.8164, -0.2165], [-4.1679, -0.3156, -1.6764], [-4.7318, -1.4533, -2.7521], [-4.4481, 1.6417, -1.9936], [-3.5415, 0.4297, 2.0796], [-4.9297, -0.1414, 2.3862], [-5.9711, 0.5681, 1.6069], [-7.2715, -0.0602, 1.9463], [-1.1034, -0.9979, 6.5625], [-3.0370, -0.6286, 6.4854], [-2.0724, -0.8601, 4.8648], [-0.7213, 1.4983, 5.5358], [-2.0741, 1.5884, 6.9726], [-4.3204, 3.9478, 5.5887], [-2.4544, 4.1845, 5.2904], [-3.6304, 4.1195, 3.7547], [0.6832, 2.4672, 1.9129], [0.4592, 1.7660, 3.6531], [0.9409, 3.4831, 5.3719], [0.7461, 5.9476, 6.5317], [-0.7320, 8.0010, 5.2856], [-2.0299, 7.4250, 2.8048], [-1.7640, 4.8207, 1.5618], [0.3425, -1.1125, -1.5980], [-0.6442, -0.0265, -2.5324], [-1.0450, 2.3345, -1.9737], [-5.6459, -2.0766, -2.3192], [-5.0840, -0.9826, -3.7641], [-3.9070, -2.2624, -3.0272], [-4.9100, -1.3057, 2.1647], [-5.1184, -0.0483, 3.5534], [-8.0882, 0.4762, 1.3008], [-7.1765, -1.2244, 1.7103], [-7.4617, 0.0628, 3.0972], [4.9151, -1.8374, -0.2148], [3.8503, -1.5228, -0.9550], [3.3616, -2.4282, -2.0315], [2.3691, -2.1210, -2.6825], [4.1066, -3.6731, -2.2760], [5.1734, -3.9859, -1.5380], [5.6453, -3.0937, -0.4437], [6.6180, -3.4171, 0.2296], [5.8799, -5.1529, -1.7642], [3.1605, -0.3424, -0.7474], [5.2798, -1.1896, 0.5724], [3.7513, -4.3135, -3.0732], [6.6048, -5.1516, -1.1017], [2.4320, -0.3467, -1.4059], [6.2439, -3.4528, -6.6114], [6.3986, -3.7587, -7.9010], [5.2607, -3.6747, -8.8579], [5.4378, -3.9439, -10.0408], [3.9473, -3.2696, -8.3330], [3.7920, -2.9671, -7.0427], [4.9360, -3.0245, -6.0918], [4.7663, -2.7229, -4.9152], [2.5599, -2.5882, -6.5421], [7.6243, -4.1645, -8.3961], [7.0630, -3.5073, -5.9053], [3.1248, -3.2299, -9.0357], [2.7071, -2.4212, -5.5856], [7.4784, -4.3257, -9.3537]],
  "forces_ev_per_angstrom": [[-0.949, 0.919, -0.499], [0.070, -1.120, -0.172], [-0.286, -0.106, 0.665], [0.955, 0.903, -0.372], [1.113, -0.177, -2.122], [-5.814, -4.267, -3.275], [1.495, 1.248, 0.529], [-0.394, 3.817, 2.236], [-1.913, 2.597, -1.611], [-1.572, -1.156, -3.825], [0.760, -4.706, -1.597], [1.739, -1.876, 1.779], [2.271, 0.436, 3.826], [-4.178, -1.385, -0.265], [1.116, 0.914, -0.741], [-0.064, 1.577, 0.532], [-1.343, -2.812, 0.126], [2.987, 2.997, 2.811], [-1.328, 2.366, -1.766], [-0.217, 2.539, -0.110], [1.635, -2.967, 2.967], [-0.066, -0.081, -0.316], [0.409, -2.388, 0.433], [3.564, 1.152, -1.075], [-0.607, -0.307, 1.181], [0.917, -1.812, 1.701], [0.228, -0.591, 0.164], [-1.795, 1.067, -1.205], [2.506, 0.060, -0.974], [0.455, 0.535, 2.359], [-2.027, -0.450, 1.072], [0.804, -0.341, -2.119], [1.605, -0.803, -1.655], [-2.005, -0.859, -1.085], [0.300, -0.794, 2.576], [-1.993, -0.386, 1.677], [-1.438, 1.314, -1.773], [-1.356, 1.721, -1.225], [-1.425, -0.314, -2.404], [-0.134, -2.277, -1.459], [1.519, -2.232, 1.087], [0.998, 0.717, 2.254], [-0.834, 1.020, -0.134], [0.261, -0.718, 1.082], [0.929, 0.269, 1.152], [1.971, 1.606, -0.605], [0.729, -0.581, 2.145], [-1.512, 1.988, 0.840], [0.090, 2.425, -0.001], [0.470, 0.132, -2.414], [1.710, -1.177, 1.342], [-0.530, 2.451, 0.365], [0.146, -0.149, -2.185], [0.149, -0.141, 0.071], [-0.381, 1.494, 0.655], [-0.029, -0.689, -0.678], [0.172, 0.204, 0.465], [-0.477, 0.302, 0.028], [0.623, -1.718, -0.694], [0.786, 0.228, 0.826], [-0.800, 0.055, -0.701], [-0.508, 1.820, 0.900], [0.285, -1.652, -0.793], [-0.012, -0.042, -0.054], [0.047, 0.074, 0.075], [-0.276, -0.028, -0.269], [0.429, 0.101, 0.254], [-0.302, 0.158, 0.389], [1.961, -0.537, -0.240], [-0.540, -0.092, -1.054], [0.148, 0.148, 1.007], [0.201, -0.089, -0.230], [-1.777, 0.411, 0.091], [0.698, -0.014, 0.673], [-0.185, -0.072, -0.783], [1.882, -0.392, 0.116], [-2.055, 0.514, 0.001], [-0.050, 0.009, -0.047], [0.054, 0.003, 0.032], [-0.092, -0.053, -0.323], [0.077, 0.063, 0.359]],
  "e_above_lowest_kcal_mol": 352.7,
  "e_tot_ev": -215244.997,
  "charge": 1,
  "orbital_gap_ev": 7.6,
  "homo_energy_ev": -11.1
}